Entry 1:
Below is 2 unconnected molecules or ions with the total composition C5H13N3O2 at a distorted geometry, with properties calculated with ωB97M-V with the def2-TZVPD basis set.

```
23
C5H13N3O2 ωB97M-V with the def2-TZVPD basis set
C 2.39 -1.69 -1.22
C 2.84 -0.36 -0.87
O 2.52 0.55 -1.85
O 3.50 0.03 0.06
H 2.77 -2.25 -2.06
H 1.30 -1.59 -1.40
H 2.37 -2.49 -0.44
C -2.36 0.43 0.49
C -3.10 -0.31 -0.70
C 0.03 0.83 1.01
N -0.99 0.68 0.09
N -0.04 0.21 2.24
N 1.03 1.55 0.60
H -2.99 1.28 0.82
H -2.52 -0.23 1.36
H -3.92 0.32 -1.06
H -3.54 -1.19 -0.26
H -0.92 1.35 -0.66
H -0.98 -0.12 2.43
H 0.58 0.52 2.97
H 2.64 1.37 -1.35
H 1.78 1.60 1.28
H -2.42 -0.49 -1.52
```

Calculated values
total charge: -1
2S+1: 2
orbital gap (spin up / spin down): 2.42 / 8.47 eV
<S²>: 0.7503

Entry 2:
Below is 2 unconnected molecules or ions with the total composition C5H13N4O at a distorted geometry, with properties calculated with ωB97M-V with the def2-TZVPD basis set.

```
23
C5H13N4O ωB97M-V with the def2-TZVPD basis set
C -1.68 -1.60 1.48
C -0.32 -2.04 1.17
C 0.40 -0.80 0.81
C -0.62 1.43 0.12
C 0.46 2.45 0.76
N -1.85 -0.31 1.27
N -0.71 0.14 0.77
N 1.62 -0.49 0.52
N -0.91 -1.63 -2.03
O 1.80 2.24 0.41
H -2.59 -2.15 1.81
H -0.03 -2.49 2.09
H -0.36 -2.75 0.36
H -1.56 1.93 0.32
H -0.45 1.40 -0.90
H 0.49 2.46 1.85
H 0.25 3.40 0.32
H 2.24 -1.23 0.65
H 1.98 0.39 0.19
H -1.12 -2.37 -2.75
H -0.57 -0.86 -2.74
H -1.64 -1.18 -1.46
H 2.25 2.94 -0.15
```

Calculated values
total charge: +1
orbital gap (spin up / spin down): 9.53 / 9.53 eV

Entry 3:
Below is a gas-phase ion, C5H13N4O (charge +1) at a distorted geometry, with properties calculated with ωB97M-V with the def2-TZVPD basis set.

```
23
C5H13N4O ωB97M-V with the def2-TZVPD basis set
C 1.12 -1.39 1.23
C -0.20 -0.91 2.02
C 0.94 0.96 1.18
C -1.25 0.25 -0.85
C -0.65 1.01 -3.60
N 1.58 -0.23 0.47
N 0.03 0.39 -1.46
N -0.37 0.51 1.48
N -1.33 0.81 0.50
O 0.22 0.90 -2.67
H 1.92 -1.73 1.87
H 0.92 -2.42 0.63
H -1.07 -1.53 1.92
H -0.02 -0.69 2.98
H 1.57 1.34 1.97
H 0.93 1.89 0.52
H -2.03 0.69 -1.41
H -1.53 -0.83 -0.81
H -0.23 1.58 -4.52
H -1.67 0.82 -3.58
H 2.56 -0.09 0.50
H 1.11 -0.22 -0.50
H -1.44 1.80 0.59
```

Calculated values
total charge: +1
orbital gap (spin up / spin down): 8.35 / 8.04 eV

Entry 4:
Below is a molecular structure, C5H13N5O4RuSSe2 at a distorted geometry, with properties calculated with ωB97M-V with the def2-TZVPD basis set.

```
31
C5H13N5O4RuSSe2 ωB97M-V with the def2-TZVPD basis set
Ru 0.51 -0.23 1.58
C -2.78 2.30 0.01
Se -3.04 0.47 0.61
C -2.00 -0.43 -0.72
C 0.16 -1.33 -1.54
Se 2.21 -1.79 1.29
C 3.76 -0.80 1.93
H -2.95 2.37 -1.07
H -1.80 2.67 0.29
H -3.54 2.88 0.52
H -2.17 0.02 -1.69
H -2.33 -1.47 -0.73
H 1.16 -1.64 -1.23
H -0.46 -2.18 -1.81
H 4.16 -0.23 1.10
H 4.49 -1.54 2.26
H 3.46 -0.15 2.75
O -1.02 0.07 4.97
S -0.49 0.09 3.68
O 1.06 0.06 3.49
O -0.73 -1.18 2.77
O -0.81 1.15 2.68
N -0.14 -0.78 -3.90
N 0.35 -0.43 -2.73
N 0.82 0.71 -2.57
C 0.96 1.12 -1.25
N 0.19 0.68 -0.31
N -0.48 -0.52 -0.54
H -0.01 -0.10 -4.65
H -0.13 -1.77 -4.12
H 1.60 1.97 -1.08
```

Calculated values
total charge: +2
orbital gap (spin up / spin down): 4.50 / 4.50 eV

Entry 5:
Below is 2 unconnected molecules or ions with the total composition C5H13NO at a distorted geometry, with properties calculated with ωB97M-V with the def2-TZVPD basis set.

```
20
C5H13NO ωB97M-V with the def2-TZVPD basis set
C 0.15 -2.55 1.91
C 0.38 -1.28 2.77
C -0.08 -0.07 1.94
C 0.79 0.15 0.68
C 0.28 0.98 -0.26
N 0.51 1.05 -1.65
H 0.89 -2.98 1.21
H 0.08 -3.41 2.65
H -0.80 -2.43 1.38
H 1.45 -1.08 2.96
H -0.25 -1.39 3.66
H 0.08 0.87 2.42
H -1.10 -0.20 1.57
H 1.69 -0.44 0.46
H -0.54 1.57 0.17
H 0.22 0.16 -2.17
H 1.50 0.83 -1.80
H -2.15 1.09 -4.00
H -0.85 1.75 -3.88
O -1.64 1.79 -4.45
```

Calculated values
total charge: -1
2S+1: 2
orbital gap (spin up / spin down): 2.74 / 8.33 eV
<S²>: 0.7509

Entry 6:
Below is a molecular structure, C5H13NO at a distorted geometry, with properties calculated with ωB97M-V with the def2-TZVPD basis set.

```
20
C5H13NO ωB97M-V with the def2-TZVPD basis set
C -2.54 -0.26 -0.53
N -1.79 0.97 -0.69
C -0.47 1.06 -0.26
C 0.36 0.12 -0.73
C 4.02 0.10 0.28
O 1.24 -0.70 0.00
C -2.49 -0.91 0.86
H -3.57 -0.02 -0.74
H -2.13 -1.02 -1.20
H -2.28 1.85 -0.76
H -0.32 1.59 0.69
H 3.41 -0.79 0.20
H 0.17 -0.17 -1.76
H 3.52 0.77 0.98
H 4.96 -0.20 0.73
H 4.02 0.52 -0.72
H 1.46 0.30 0.08
H -3.07 -0.33 1.58
H -3.06 -1.83 0.79
H -1.47 -1.03 1.19
```

Calculated values
total charge: 0
orbital gap: 9.02 eV

Entry 7:
Below is C5H13NO in the gas phase at a distorted geometry, with properties calculated with ωB97M-V with the def2-TZVPD basis set.

```
20
C5H13NO ωB97M-V with the def2-TZVPD basis set
C 1.98 -0.82 -0.92
N 0.55 -0.60 -0.72
C 0.20 0.53 0.11
C 0.36 1.88 -0.63
C -1.26 0.31 0.61
C -1.35 -0.91 1.58
O -2.09 0.11 -0.55
H 2.51 -0.93 0.02
H 2.38 -0.08 -1.62
H 2.14 -1.78 -1.40
H 0.04 -1.46 -0.82
H 0.77 0.43 1.08
H -0.64 2.30 -0.71
H 1.17 2.41 -0.12
H 0.56 1.73 -1.70
H -1.52 1.26 1.12
H -1.92 -0.64 2.47
H -0.30 -1.13 1.87
H -1.72 -1.84 1.13
H -1.87 -0.77 -0.81
```

Calculated values
total charge: 0
orbital gap: 9.43 eV
SMILES: CN[C@@H](C)[C@H](C)O

Entry 8:
Below is 2 unconnected molecules or ions with the total composition C5H13NO at a distorted geometry, with properties calculated with ωB97M-V with the def2-TZVPD basis set.

```
20
C5H13NO ωB97M-V with the def2-TZVPD basis set
C 0.82 1.73 -1.26
N 1.08 0.53 -0.44
C -0.10 -0.34 -0.24
C 0.32 -1.16 1.05
C 1.54 -0.43 1.68
C 1.85 0.83 0.71
H 0.29 2.40 -0.55
H 1.68 2.29 -1.57
H 0.06 1.74 -2.04
H -1.06 0.17 -0.35
H -0.02 -1.05 -1.08
H -0.43 -1.17 1.87
H 0.75 -2.03 0.56
H 2.41 -1.11 1.51
H 1.66 -0.20 2.66
H 3.05 0.88 0.72
H 1.41 1.87 1.01
O -4.49 -1.18 -1.08
H -3.86 -0.54 -0.72
H -4.18 -1.28 -1.94
```

Calculated values
total charge: 0
orbital gap: 8.77 eV
SMILES: CN1CCCC1.O

Entry 9:
Below is 2 unconnected molecules or ions with the total composition C5H13NO at a distorted geometry, with properties calculated with ωB97M-V with the def2-TZVPD basis set.

```
20
C5H13NO ωB97M-V with the def2-TZVPD basis set
C -0.35 -2.05 1.72
C 0.55 -2.08 0.75
C 1.17 -0.87 0.11
C 0.21 0.15 -0.52
C 0.56 0.61 -1.93
N 0.04 1.39 0.29
H -1.06 -1.24 1.88
H -0.58 -2.91 2.34
H 1.17 -2.98 0.70
H 1.91 -1.16 -0.64
H 1.75 -0.32 0.84
H -0.78 -0.30 -0.57
H -0.15 1.39 -2.21
H 0.44 -0.16 -2.69
H 1.55 1.06 -2.02
H 0.92 1.89 0.35
H -0.19 1.07 1.20
O -2.71 1.98 0.27
H -2.62 2.91 0.05
H -1.82 1.63 0.08
```

Calculated values
total charge: 0
orbital gap: 10.69 eV
SMILES: C=CC[C@H](C)N.O

Entry 10:
Below is 2 unconnected molecules or ions with the total composition C5H13NO at a distorted geometry, with properties calculated with ωB97M-V with the def2-TZVPD basis set.

```
20
C5H13NO ωB97M-V with the def2-TZVPD basis set
C 1.13 2.27 -1.99
C 1.21 1.37 -0.76
C 0.73 0.14 -0.64
C 0.76 -0.68 0.59
N -0.52 -1.37 0.85
C -0.61 -2.59 0.02
H 1.46 1.74 -2.88
H 0.10 2.58 -2.13
H 1.77 3.12 -1.78
H 1.62 1.87 0.12
H 0.30 -0.28 -1.54
H 1.57 -1.44 0.49
H 1.11 -0.12 1.46
H -0.52 -1.68 1.82
H -1.65 -2.83 -0.19
H -0.01 -2.45 -0.88
H -0.21 -3.46 0.56
O -2.16 0.92 1.62
H -1.33 0.55 1.26
H -2.49 1.66 1.12
```

Calculated values
total charge: 0
orbital gap: 10.15 eV
SMILES: C/C=C/CNC.O

Entry 11:
Below is 2 unconnected molecules or ions with the total composition C5H13NO at a distorted geometry, with properties calculated with ωB97M-V with the def2-TZVPD basis set.

```
20
C5H13NO ωB97M-V with the def2-TZVPD basis set
C 0.43 2.29 0.41
C 0.56 1.70 -1.00
C -0.72 1.03 -1.58
C -1.33 0.04 -0.65
C -0.95 -1.23 -0.54
N -1.18 -2.12 0.51
H 0.84 3.29 0.48
H -0.60 2.21 0.74
H 1.03 1.66 1.06
H 1.37 0.98 -1.08
H 0.78 2.53 -1.67
H -0.33 0.66 -2.53
H -1.44 1.81 -1.85
H -1.75 0.49 0.25
H -0.43 -1.63 -1.41
H -1.58 -1.67 1.31
H -0.34 -2.54 0.86
O 2.26 -1.69 2.11
H 3.06 -1.74 2.64
H 2.46 -1.08 1.39
```

Calculated values
total charge: 0
orbital gap: 8.74 eV
SMILES: CCC/C=C/N.O

Entry 12:
Below is 2 unconnected molecules or ions with the total composition C5H13NO at a distorted geometry, with properties calculated with ωB97M-V with the def2-TZVPD basis set.

```
20
C5H13NO ωB97M-V with the def2-TZVPD basis set
C -2.70 -1.87 0.02
C -1.29 -1.38 0.46
C -0.54 -0.67 -0.40
N 0.90 -0.61 -0.29
C 1.92 0.36 -0.55
C 1.58 1.84 -0.91
H -2.80 -2.98 -0.12
H -3.52 -1.80 0.72
H -2.87 -1.41 -1.01
H -1.10 -1.14 1.50
H -1.01 0.13 -1.09
H 1.40 -1.48 -0.42
H 2.64 -0.12 -1.36
H 2.70 0.39 0.24
H 0.73 1.97 -0.29
H 1.56 2.07 -2.03
H 2.36 2.42 -0.49
O -0.31 1.57 1.92
H 0.44 1.36 1.29
H -0.08 1.35 2.82
```

Calculated values
total charge: 0
orbital gap: 8.43 eV
SMILES: C/C=C/NCC.O